# C45H56F40IN2O7S2

6 unconnected molecules or ions with the total composition C45H56F40IN2O7S2 (ωB97M-V/def2-TZVPD, OMol25).

Cartesian coordinates (Å):
C 4.4981 -3.7376 3.3645
C 4.5918 -2.9177 1.9078
C 3.3896 -3.6158 0.9784
C 4.2471 -1.3571 2.2666
C 4.8281 -0.2474 1.2096
C 5.9493 0.6367 2.0137
C 6.3502 2.0660 1.3246
C 7.2477 1.9562 -0.0452
I 6.1103 2.5390 -1.8742
C 3.5521 0.7664 0.8500
C 2.2896 0.0075 0.1324
C 0.8054 0.6437 0.5667
S -0.0610 -0.5508 1.7217
C -1.8867 -0.0081 1.7928
S -2.2341 1.5127 2.4719
N -2.8902 -1.0070 1.2568
C -4.1345 -1.0748 2.1239
C -4.9635 -2.4341 1.6335
O -5.4493 -2.1340 0.2683
C -4.3166 -1.8990 -0.6481
C -3.2929 -0.6999 -0.1722
C 5.3791 -1.0560 -0.1028
C 6.3697 -2.3212 0.2137
C 6.2706 -3.3172 -1.1276
C 7.9725 -1.8424 0.2343
N 5.9833 -3.1776 1.3906
O 6.9149 -3.2129 2.3578
H 4.8022 -4.8569 3.2027
H 3.3497 -3.6982 3.6883
H 5.0856 -3.1970 4.2252
H 2.3871 -3.0931 1.3566
H 3.4784 -3.3561 -0.1582
H 3.2739 -4.7668 1.2088
H 4.7544 -1.1429 3.3261
H 3.0881 -1.2973 2.4622
H 5.4604 0.9039 3.0700
H 6.9459 0.0756 2.2621
H 7.0391 2.6330 2.1185
H 5.4281 2.8040 1.1591
H 8.1477 2.7267 -0.0014
H 7.6555 0.8826 -0.2753
H 3.8772 1.6422 0.1066
H 3.1856 1.1916 1.8872
H 2.2936 -1.1602 0.2245
H 2.3766 0.2423 -1.0349
H 1.0442 1.7018 1.0455
H 0.1826 0.7880 -0.4386
H -4.8430 -0.1627 1.9067
H -3.9085 -1.1909 3.2723
H -4.1656 -3.3113 1.5296
H -5.8141 -2.7412 2.3875
H -4.7949 -1.5557 -1.6828
H -3.6480 -2.8623 -0.8231
H -2.3424 -0.7471 -0.8588
H -3.7560 0.3933 -0.2927
H 4.4673 -1.5016 -0.7320
H 5.9626 -0.3686 -0.8856
H 6.8482 -2.7116 -1.9792
H 6.8701 -4.3179 -0.9942
H 5.1762 -3.4480 -1.5197
H 8.2599 -1.1840 -0.6908
H 8.2770 -1.2989 1.2232
H 8.5906 -2.8578 0.1314
C -4.2380 2.4571 -5.0096
C -3.8317 1.6276 -6.2363
C -3.7244 0.1263 -5.9888
F -2.7787 -0.1726 -5.0689
F -3.3649 -0.5210 -7.1289
F -2.6769 2.1291 -6.7532
F -4.7858 1.8339 -7.1987
O -3.1716 3.0914 -4.3001
C -2.5217 2.2811 -3.3221
C -1.0398 2.0449 -3.6388
F -0.8806 1.4125 -4.8309
F -0.4580 1.2506 -2.7001
F -3.2166 1.1310 -3.1583
F -2.6379 2.9581 -2.1470
H -4.8445 3.2905 -5.3862
H -4.9132 1.9124 -4.3380
H -4.6789 -0.2904 -5.6576
H -0.4901 2.9893 -3.6811
C 2.6413 6.2448 5.2910
C 3.9407 5.4603 5.5240
C 4.9948 5.6267 4.4341
F 4.5603 5.1829 3.2324
F 6.1056 4.9006 4.7295
F 3.6409 4.1486 5.7284
F 4.4753 5.9042 6.7055
O 1.5532 5.5048 4.7332
C 1.5468 5.4074 3.3098
C 1.6758 3.9616 2.8146
F 2.8366 3.3937 3.2347
F 1.6899 3.9080 1.4554
F 2.4956 6.2271 2.7995
F 0.3526 5.9246 2.9108
H 2.2809 6.5485 6.2820
H 2.8101 7.1912 4.7623
H 5.2987 6.6714 4.3323
H 0.8479 3.3455 3.1762
C -6.6687 2.4549 -1.0775
C -7.3726 1.9478 0.1895
C -8.0613 0.5946 0.0429
F -9.0453 0.6212 -0.8849
F -8.6502 0.2295 1.2126
F -8.2384 2.8999 0.6320
F -6.4173 1.8363 1.1663
O -7.3971 3.4003 -1.8640
C -8.3104 2.8375 -2.8046
C -9.7666 3.2264 -2.5215
F -10.1657 2.8004 -1.2944
F -10.6110 2.6546 -3.4218
F -8.1237 1.4981 -2.8654
F -7.9333 3.3226 -4.0192
H -5.7843 3.0099 -0.7395
H -6.2602 1.6394 -1.6871
H -7.3468 -0.1870 -0.2270
H -9.9004 4.3110 -2.5627
C 4.0153 1.6359 -7.1340
C 5.0296 0.9310 -8.0466
C 4.6245 -0.4696 -8.4947
F 4.4844 -1.3185 -7.4507
F 5.5793 -1.0085 -9.2985
F 6.2482 0.9252 -7.4407
F 5.1780 1.7100 -9.1647
O 4.2888 1.5811 -5.7323
C 3.8183 0.4120 -5.0633
C 4.9544 -0.4211 -4.4574
F 5.8231 -0.8463 -5.4119
F 4.4728 -1.5383 -3.8488
F 3.0315 -0.3000 -5.9038
F 2.9983 0.8593 -4.0733
H 4.0696 2.7045 -7.3778
H 2.9790 1.3580 -7.3630
H 3.6884 -0.4506 -9.0583
H 5.5185 0.1577 -3.7208
C -6.2346 -6.9083 6.1108
C -6.5230 -5.5839 6.8326
C -7.2938 -4.5582 6.0077
F -6.6156 -4.1814 4.8995
F -7.5037 -3.4254 6.7295
F -5.3551 -5.0666 7.3021
F -7.2668 -5.8824 7.9446
O -4.9328 -7.0384 5.5353
C -4.7865 -6.4918 4.2256
C -3.7691 -5.3455 4.1726
F -4.1363 -4.3168 4.9810
F -3.6722 -4.8332 2.9162
F -6.0033 -6.1406 3.7473
F -4.3604 -7.5206 3.4428
H -6.2703 -7.6929 6.8772
H -7.0271 -7.1836 5.4039
H -8.2703 -4.9449 5.7057
H -2.7773 -5.6836 4.4854

## Properties
2S+1: 2
Kohn-Sham gap (spin up / spin down) in eV: 7.76 / 7.86
E_tot in a.u.: -7472.7589
Lowest unoccupied orbital energy (spin up / spin down) in eV: -0.83 / -0.83

Here are the Mulliken charges for atoms 1 to 4, given in e: number 1, C, carries -1.214; number 2, C, carries 0.943; number 3, C, carries -0.947; number 4, C, carries -1.210